No. 1
A structure of composition C3H5IN2O, computed with ωB97M-V with the def2-TZVPD basis set.

CARTESIAN COORDINATES (ANGSTROEM)
C1 -2.10297 -1.62787 0.32557
C2 1.92152 0.55956 -0.41101
C3 0.50896 0.84782 0.19200
N1 -1.08529 -0.75396 0.55586
N2 -0.31838 -0.22047 -0.25609
O1 -2.38362 -2.74517 0.55651
I1 -3.62431 -0.03160 -0.06835
H1 2.54372 1.46120 -0.41193
H2 2.40385 -0.31964 0.09277
H3 1.69091 0.30633 -1.47121
H4 0.08958 1.69163 -0.33080
H5 0.35603 0.83215 1.22668

Output
Highest occupied orbital energy (eV): -9.474
Relative energy (zero: lowest compared OMol25 entry of this formula, charge and spin) (kJ/mol): 115.7
Lowest unoccupied orbital energy (Ha): -0.0264
Kohn-Sham gap (eV): 8.755



No. 2
The molecule C5H10O, computed with ωB97M-V with the def2-TZVPD basis set.

CARTESIAN COORDINATES (ANGSTROEM)
C1 0.58734 1.75814 1.01923
C2 -0.44501 0.91406 0.31126
O1 -0.04810 0.80023 -1.04573
C3 -0.20074 -0.41262 -0.29801
C4 -1.35488 -1.14654 -0.98634
C5 1.07353 -1.16104 0.09049
H1 0.40822 2.78587 0.67924
H2 1.58042 1.47812 0.65898
H3 0.56832 1.74227 2.11014
H4 -1.48945 1.18569 0.50155
H5 -2.33540 -0.92980 -0.54886
H6 -1.38291 -0.75392 -2.01273
H7 -1.21209 -2.22550 -1.04681
H8 1.12237 -1.40756 1.16160
H9 1.93708 -0.52969 -0.13335
H10 1.19131 -2.09769 -0.46066

Output
Highest occupied orbital energy (eV): -9.901
Relative energy (zero: lowest compared OMol25 entry of this formula, charge and spin) (kJ/mol): 131.5
Lowest unoccupied orbital energy (Ha): 0.0392
Structure (SMILES): C[C@H]1OC1(C)C
Kohn-Sham gap (eV): 10.968



No. 3
A cluster of 3 separate species, C4H13NO2 in total, computed with ωB97M-V with the def2-TZVPD basis set.

CARTESIAN COORDINATES (ANGSTROEM)
C1 2.35574 0.44947 -2.45950
N1 1.28030 0.71188 -1.85157
C2 0.40819 -0.48412 -1.69247
C3 0.03948 -0.87085 -0.30927
C4 -1.10924 -1.88469 -0.29838
H1 2.55865 -0.49679 -2.95277
H2 3.25349 1.15907 -2.48216
H3 -0.53776 -0.20081 -2.20583
H4 0.90935 -1.31712 -2.19730
H5 0.80575 -1.25086 0.39942
H6 -0.28202 0.02585 0.26730
H7 -1.58448 -1.85982 0.68370
H8 -1.88055 -1.56881 -0.86639
H9 -0.76516 -2.77636 -0.78906
O1 0.35022 3.34348 -0.83209
H10 0.44120 2.46380 -1.15082
H11 0.20786 3.90815 -1.61234
O2 -2.26218 0.20792 7.20225
H12 -1.46790 0.51305 6.78875
H13 -2.72095 -0.07243 6.35854

Output
Highest occupied orbital energy (eV): -10.316
Relative energy (zero: lowest compared OMol25 entry of this formula, charge and spin) (kJ/mol): 171.2
Lowest unoccupied orbital energy (Ha): 0.0296
Structure (SMILES): C=NCCC.O.O
Kohn-Sham gap (eV): 11.121



No. 4
A cluster of 3 separate species, C15H34B3Br2FN2O3 in total, computed with ωB97M-V with the def2-TZVPD basis set.

CARTESIAN COORDINATES (ANGSTROEM)
C1 3.60042 2.82700 -1.53589
C2 1.94085 2.92012 -1.43905
Br1 1.16366 3.14437 0.39111
C3 1.06923 2.83718 -2.64268
Br2 1.96387 2.66333 -4.46830
B1 -0.57549 2.87012 -2.66152
O1 -1.24671 1.87262 -3.56039
B2 -2.11707 1.06818 -2.67587
O2 -2.82932 1.59501 -1.49375
B3 -2.30125 2.90915 -1.07626
F1 -2.56409 3.43083 0.32210
O3 -1.44840 3.80295 -1.92249
H1 4.00057 2.68179 -0.43160
H2 4.03973 3.78530 -2.04387
H3 3.85730 1.82443 -2.11255
H4 -2.28563 -0.06152 -2.97075
C4 -3.13554 -1.29444 5.49059
C5 -2.63919 0.13334 5.27586
N1 -1.70858 0.27454 4.15240
C6 -1.01442 1.56524 4.13161
C7 -1.86022 2.81706 3.91901
C8 -2.18384 -0.19912 2.85114
C9 -3.46533 0.41546 2.29856
H5 -2.29852 -1.99255 5.60115
H6 -3.73609 -1.34398 6.40478
H7 -3.76893 -1.63438 4.66631
H8 -2.12682 0.43121 6.19804
H9 -3.50597 0.79633 5.16870
H10 -0.22283 1.54099 3.37204
H11 -0.47975 1.67744 5.08475
H12 -2.18379 2.91421 2.88071
H13 -1.26373 3.70659 4.14913
H14 -2.74112 2.84146 4.56603
H15 -2.32956 -1.28490 2.91424
H16 -1.38668 -0.08186 2.10503
H17 -4.25557 0.48879 3.05001
H18 -3.84981 -0.20788 1.48412
H19 -3.28875 1.40829 1.88021
C10 0.61142 -1.26498 -0.97928
C11 0.94258 -1.76107 -2.38472
N2 2.36215 -1.65162 -2.73261
C12 2.62705 -1.84667 -4.16089
C13 2.32632 -3.22049 -4.75233
C14 3.30588 -2.31021 -1.82756
C15 3.13667 -3.80773 -1.59505
H20 0.96079 -0.23758 -0.82911
H21 -0.47310 -1.27537 -0.82908
H22 1.05299 -1.90170 -0.20740
H23 0.36020 -1.14694 -3.08138
H24 0.57832 -2.78981 -2.49122
H25 3.67235 -1.59108 -4.37579
H26 2.04046 -1.10377 -4.71851
H27 3.07462 -3.95928 -4.45829
H28 2.35125 -3.16282 -5.84598
H29 1.33690 -3.58994 -4.46990
H30 3.25258 -1.80868 -0.85300
H31 4.33272 -2.12025 -2.16730
H32 2.09589 -4.09208 -1.42051
H33 3.70731 -4.10848 -0.70983
H34 3.52200 -4.39207 -2.43288

Output
Highest occupied orbital energy (eV): -7.993
Lowest unoccupied orbital energy (Ha): -0.0211
Structure (SMILES): C/C(Br)=C(\Br)B1OBOB(F)O1.CCN(CC)CC.CCN(CC)CC
Kohn-Sham gap (eV): 7.418



No. 5
A cluster of 2 separate species, C4H13NO in total, computed with ωB97M-V with the def2-TZVPD basis set.

CARTESIAN COORDINATES (ANGSTROEM)
C1 -0.64173 -0.37896 -0.26221
N1 0.15904 -1.54073 -0.69544
C2 1.33688 -1.22283 -1.49165
C3 2.43899 -0.58348 -0.69722
C4 -0.52089 -0.04388 1.23261
H1 -0.31146 0.46643 -0.84777
H2 -1.66419 -0.59665 -0.50181
H3 0.34614 -2.20661 0.03849
H4 1.72924 -2.13033 -1.94227
H5 0.97368 -0.60883 -2.31635
H6 3.23692 -0.16637 -1.31406
H7 2.00042 0.17897 -0.05601
H8 2.82654 -1.34325 -0.02814
H9 0.26967 -0.61849 1.71585
H10 -1.44671 -0.21743 1.77834
H11 -0.33763 1.02304 1.37796
H12 -2.70469 3.27863 1.25500
H13 -4.08371 3.12595 1.73524
O1 -3.60653 3.58481 1.01946

Output
Highest occupied orbital energy (alpha / beta) (eV): 1.155 / -5.425
Expectation value of S²: 0.75
Relative energy (zero: lowest compared OMol25 entry of this formula, charge and spin) (kJ/mol): 47.0
Lowest unoccupied orbital energy (alpha / beta) (Ha): 0.1320 / 0.1273
Kohn-Sham gap (alpha / beta) (eV): 2.437 / 8.889
Net charge: -1
Multiplicity: 2



No. 6
The ion C27H37N2O3 with charge +1, computed with ωB97M-V with the def2-TZVPD basis set.

CARTESIAN COORDINATES (ANGSTROEM)
C1 -9.16980 -2.63052 1.91257
C2 -8.19399 -1.46180 1.85769
C3 -7.31437 -1.51556 0.61093
C4 -6.33564 -0.34569 0.54437
C5 -5.46464 -0.39911 -0.70902
C6 -4.48191 0.76837 -0.76803
C7 -3.69988 0.84630 -2.07991
C8 -2.83931 -0.37845 -2.39195
C9 -1.76604 -0.63499 -1.33576
C10 -0.85701 -1.78026 -1.76705
O1 0.06950 -2.14054 -0.72306
C11 1.17379 -1.44222 -0.62250
O2 1.52925 -0.52413 -1.30631
C12 2.03607 -1.96728 0.55477
N1 3.17664 -1.10903 0.71492
C13 3.12721 0.20082 1.00045
C14 1.91114 0.95726 1.43081
O3 1.68596 1.97028 0.48227
C15 0.39353 2.43441 0.30784
C16 0.16005 3.11776 -0.88086
C17 -1.08668 3.65777 -1.12738
C18 -2.10699 3.51308 -0.19968
C19 -1.87073 2.82771 0.97702
C20 -0.62126 2.28651 1.24071
N2 4.33330 0.75040 0.86597
C21 4.67446 2.13306 1.07572
C22 5.21665 -0.23169 0.46978
C23 6.57913 -0.19839 0.19854
C24 7.16784 -1.38462 -0.18759
C25 6.43138 -2.56696 -0.30056
C26 5.07902 -2.61087 -0.02933
C27 4.47568 -1.42177 0.35983
H1 -9.78389 -2.57466 2.80793
H2 -9.82636 -2.61990 1.04551
H3 -8.63320 -3.57693 1.92300
H4 -7.56047 -1.47519 2.74794
H5 -8.75218 -0.52307 1.86392
H6 -6.75699 -2.45574 0.60436
H7 -7.94984 -1.50354 -0.27735
H8 -5.69636 -0.35823 1.43122
H9 -6.89519 0.59227 0.55627
H10 -6.10568 -0.37354 -1.59264
H11 -4.92205 -1.34640 -0.71928
H12 -5.04230 1.69923 -0.65647
H13 -3.78892 0.70917 0.07374
H14 -3.05486 1.72735 -2.04876
H15 -4.40702 0.98056 -2.90059
H16 -2.35200 -0.21801 -3.35605
H17 -3.47285 -1.26077 -2.48713
H18 -2.23174 -0.89731 -0.38478
H19 -1.17047 0.27000 -1.19210
H20 -1.43179 -2.68907 -1.95057
H21 -0.29160 -1.50677 -2.66210
H22 2.37412 -2.97707 0.31891
H23 1.43000 -2.01388 1.46266
H24 1.05287 0.27940 1.49280
H25 2.08796 1.39177 2.42998
H26 0.96661 3.21442 -1.58924
H27 -1.26241 4.19114 -2.04870
H28 -3.07993 3.93640 -0.39180
H29 -2.65738 2.71713 1.70726
H30 -0.45479 1.77799 2.17874
H31 5.40737 2.43544 0.32984
H32 3.78615 2.75038 0.96489
H33 5.10349 2.27271 2.06995
H34 7.15338 0.70867 0.28884
H35 8.22307 -1.40357 -0.40802
H36 6.93572 -3.46908 -0.60781
H37 4.52690 -3.53192 -0.11989

Output
Highest occupied orbital energy (eV): -11.445
Relative energy (zero: lowest compared OMol25 entry of this formula, charge and spin) (kJ/mol): 19.4
Lowest unoccupied orbital energy (Ha): -0.1116
Structure (SMILES): CCCCCCCCCCOC(=O)Cn1c(COc2ccccc2)[n+](C)c2ccccc21
Kohn-Sham gap (eV): 8.409
Net charge: +1